The following is a quantum chemistry calculation of a 2-piece molecular cluster, CH2N2O3S overall, from OMol25.

Structure (XYZ):
```
9
Properties=species:S:1:pos:R:3:nbo_charge:R:1
C 2.4809 1.1127 -0.1091 0.50
N 0.0238 -0.1497 0.2116 -0.49
N -1.2038 0.1003 0.0273 0.56
O -1.5187 1.4529 0.1711 -0.56
O 2.9261 0.1023 0.1107 -0.51
O -2.0628 -0.6342 -0.3451 -0.40
S 0.5944 -1.6594 0.0452 0.24
H -0.8226 2.1250 0.3943 0.51
H -0.4172 -2.4499 -0.5059 0.13
```

**E_LUMO**: 0.5 eV
**ΔE to the lowest compared entry with this formula, charge and spin**: 4.139 eV

The following is a quantum chemistry calculation of C5H3NO in the gas phase, from OMol25.

Structure (XYZ):
```
10
Properties=species:S:1:pos:R:3:nbo_charge:R:1
C -0.8225 -2.4049 0.5339 -0.25
C -0.2983 -1.4005 0.1134 0.02
C 0.1563 -0.1002 -0.1451 -0.29
C 0.3440 0.9264 0.8300 0.00
N 0.6517 2.0586 0.2672 -0.10
O 0.6737 1.8124 -1.0913 -0.26
C 0.3590 0.5395 -1.3187 0.19
H -1.6053 -2.4826 1.2430 0.24
H 0.2352 0.8579 1.9071 0.23
H 0.3062 0.1934 -2.3397 0.22
```

**SMILES**: C#Cc1cnoc1
**E_LUMO**: 0.5 eV
**ΔE to the lowest compared entry with this formula, charge and spin**: 3.152 eV

The following is a quantum chemistry calculation of a 2-piece molecular cluster, C8H23N2Si overall, from OMol25.

Structure (XYZ):
```
34
Properties=species:S:1:pos:R:3:nbo_charge:R:1
C 3.1142 -1.5104 -1.9772 -0.58
C 0.4682 -0.1039 4.1407 -0.61
C -2.5563 -0.3369 -0.3026 -0.44
C -1.9087 1.9701 -0.0980 -0.40
C 2.1399 -0.3502 -2.2462 -0.39
C 0.6425 -1.1663 3.0115 -0.21
C 1.4380 0.4910 -1.1183 -0.93
C -2.2550 0.9711 -2.2617 -0.44
N 1.1978 -0.3270 1.8940 -1.05
N -1.7559 0.7140 -0.8498 -0.47
Si 0.8067 -0.6330 0.2615 1.76
H 4.1078 -1.1011 -1.6067 0.22
H 2.6130 -1.9978 -1.2099 0.16
H 3.0823 -2.0030 -2.8828 0.23
H 1.2708 0.4317 4.3410 0.21
H -0.3233 0.6303 3.9912 0.21
H 0.1466 -0.6753 4.9636 0.23
H -2.7861 -1.1782 -0.9990 0.23
H -2.1362 -0.6257 0.6237 0.18
H -3.6738 -0.1062 -0.0160 0.19
H -2.0408 1.6549 0.8431 0.19
H -0.9810 2.6762 -0.2747 0.20
H -2.7743 2.4025 -0.4047 0.19
H 2.7895 0.1680 -2.9108 0.23
H 1.2875 -0.6481 -2.7172 0.20
H 1.2965 -1.9214 3.4268 0.22
H -0.2738 -1.6716 2.7156 0.20
H 0.4519 0.9444 -1.3565 0.29
H 2.1239 1.2950 -0.8313 0.26
H -2.2490 0.0282 -2.7151 0.20
H -3.0958 1.5952 -2.4494 0.21
H 1.4432 0.5888 2.2325 0.44
H -0.0373 -1.6505 -0.3587 -0.14
H -1.5729 1.4449 -2.8584 0.20
```

**Charge**: +1
**E_LUMO**: -4.2 eV
**ΔE to the lowest compared entry with this formula, charge and spin**: 4.743 eV

The following is a quantum chemistry calculation of a 3-piece molecular cluster, C30H56F9N6O5S overall, from OMol25.

Structure (XYZ):
```
107
Properties=species:S:1:pos:R:3:mulliken_charge:R:1
C 0.5077 3.5238 0.6429 -0.76
C 0.4563 2.3416 1.2520 -0.76
C -0.4363 1.2749 0.7980 0.50
N -1.7314 1.1609 1.0634 -0.45
C -2.1346 0.0386 0.4706 0.20
N -3.3835 -0.4246 0.5525 0.86
C -3.9363 -1.6885 0.0820 -2.38
C -4.2673 -1.8309 -1.4078 0.16
C -5.6636 -2.4143 -1.6735 0.60
C -5.8902 -2.5314 -3.1900 -1.62
C -6.8102 -1.6053 -1.0377 -1.59
O -4.2517 0.3458 1.3088 -0.46
C -4.6333 1.5951 0.7027 -0.80
C -4.8925 1.6110 -0.7935 -0.27
C -3.6768 1.8829 -1.6825 1.04
C -4.0892 2.2389 -3.1112 -1.49
N -1.1006 -0.5443 -0.2107 0.44
C -1.0053 -1.7145 -1.0564 -1.02
O -1.4537 -1.4866 -2.3658 -0.26
C -0.5952 -0.7282 -3.2092 -0.26
C 0.5506 -1.5614 -3.7917 -0.80
O 1.6625 -0.7110 -3.9717 -0.34
C 2.6236 -1.1978 -4.9214 -0.44
C 4.0173 -1.1297 -4.3159 -0.67
N -0.0090 0.2690 0.0450 1.14
C 1.3716 0.0894 -0.3928 -1.74
C 2.2161 -0.4769 0.7499 1.09
C 3.5784 -0.9911 0.2553 -1.36
C 3.6920 -2.5238 0.1886 -1.25
C 4.5101 -3.1077 1.3387 0.86
F 4.2710 -2.3112 2.4306 -0.34
F 4.1037 -4.3356 1.6938 -0.34
C 6.0510 -3.0571 1.1339 0.43
F 6.6276 -3.0902 2.3258 -0.28
F 6.3818 -1.9076 0.5657 -0.27
S 6.8071 -4.4963 0.1393 1.42
F 6.4565 -5.4702 1.3284 -0.28
F 5.4071 -4.7931 -0.5559 -0.32
F 7.1822 -3.5394 -1.0668 -0.31
F 8.2182 -4.2000 0.7842 -0.30
F 7.4218 -5.7042 -0.6479 -0.28
H -0.3164 3.9171 0.0584 0.27
H 1.3894 4.1428 0.7718 0.31
H 1.0564 2.1535 2.1349 0.49
H -3.2895 -2.4883 0.4444 0.49
H -4.8501 -1.8156 0.6558 0.91
H -3.5810 -2.5672 -1.8298 0.46
H -4.1164 -0.9181 -1.9799 -0.06
H -5.6927 -3.4192 -1.2471 0.45
H -5.4231 -1.6978 -3.7127 0.31
H -6.9604 -2.4780 -3.3847 0.46
H -5.5499 -3.4871 -3.5817 0.37
H -7.5893 -2.2602 -0.6557 0.34
H -6.4838 -1.0012 -0.1892 0.40
H -7.2316 -0.8999 -1.7527 0.45
H -5.5362 1.8848 1.2363 0.43
H -3.8933 2.3616 0.9359 0.38
H -5.5668 2.4548 -0.9636 0.61
H -5.4277 0.7337 -1.1542 -0.16
H -3.0338 1.0013 -1.7598 -0.77
H -3.0573 2.6682 -1.2445 0.23
H -4.4162 1.3272 -3.6151 0.24
H -4.8847 2.9790 -3.1348 0.41
H -3.2270 2.5853 -3.6795 0.40
H 0.0191 -2.0870 -1.0558 0.23
H -1.6229 -2.5128 -0.6648 0.34
H -0.2297 0.1939 -2.7534 0.18
H -1.2208 -0.4137 -4.0421 0.65
H 0.8000 -2.4019 -3.1307 0.25
H 0.2345 -1.9590 -4.7569 0.58
H 2.5646 -0.5379 -5.7878 0.27
H 2.3735 -2.2080 -5.2443 0.41
H 4.3890 -0.1093 -4.3856 0.31
H 3.9234 -1.3362 -3.2523 -0.06
H 4.7084 -1.8244 -4.7822 0.36
H 1.4516 -0.5938 -1.2313 0.33
H 1.7612 1.0475 -0.7276 0.13
H 2.3251 0.2400 1.5578 0.12
H 1.6598 -1.3368 1.1248 -0.41
H 4.3746 -0.5495 0.8420 0.73
H 3.7305 -0.6158 -0.7567 0.79
H 4.1269 -2.8158 -0.7643 0.49
H 2.7213 -3.0165 0.2568 0.54
C 2.0281 6.7948 1.3255 0.14
O 2.4704 5.7071 1.6612 -0.66
N 1.2528 7.5668 2.0996 0.12
C 0.7549 8.8554 1.6560 -0.92
C 0.9068 7.0913 3.4311 -0.88
H 2.2395 7.2377 0.3386 0.31
H 1.1106 9.6469 2.3170 0.34
H -0.3363 8.8611 1.6579 0.35
H 1.1052 9.0589 0.6467 0.29
H 1.8099 6.9289 4.0189 0.30
H 0.3709 6.1443 3.3665 0.24
H 0.2806 7.8298 3.9240 0.38
C 0.6037 -0.3049 4.8508 -0.02
O 0.8359 0.3144 3.8213 -0.54
N 0.9122 -1.5956 5.0321 0.19
C 0.6029 -2.3118 6.2555 -0.93
C 1.5809 -2.2819 3.9391 -0.68
H 0.1033 0.1567 5.7153 0.30
H 1.5178 -2.6873 6.7157 0.33
H -0.0560 -3.1554 6.0443 0.34
H 0.1058 -1.6458 6.9569 0.30
H 2.5262 -1.7953 3.7259 0.22
H 0.9516 -2.2340 3.0492 0.05
H 1.7597 -3.3212 4.2029 0.45
```

**Charge**: +1
**E_LUMO**: -1.9 eV

The following is a quantum chemistry calculation of C35H92BeN8NaO12 as an isolated structure, from OMol25.

Structure (XYZ):
```
149
Properties=species:S:1:pos:R:3:mulliken_charge:R:1
Na -0.6521 0.1912 0.6248 -0.13
Be 1.2109 2.0011 -2.1388 1.23
O -0.2273 4.1957 -2.8433 -0.78
C -1.5943 3.7211 -2.8557 -0.93
C -2.0422 2.5762 -1.7962 -0.07
O -1.2590 1.4135 -1.4967 -0.39
H -1.7612 3.2929 -3.8441 0.24
H -2.2467 4.5943 -2.8658 0.35
H -3.0415 2.2676 -2.1032 0.26
H -2.3980 3.0568 -0.8848 -0.42
O 2.5636 3.7982 -0.7561 -0.69
C 3.2075 3.0605 0.2678 -0.90
C 2.5196 1.8442 1.0525 -0.35
O 1.7521 0.8936 0.3277 0.20
H 3.5585 3.8002 0.9874 0.41
H 4.0816 2.5294 -0.1089 0.01
H 1.8147 2.2768 1.7625 -0.12
H 3.1795 1.3624 1.7739 0.45
C 2.8632 -2.9878 0.4694 -1.01
C 2.3642 -2.7759 1.9071 1.78
C 2.8580 -3.8683 2.9417 -0.73
O 2.2957 -5.1338 2.5541 -0.31
C 2.1481 -5.9939 3.7191 -0.64
N 2.7607 -1.4362 2.3497 -0.85
H 3.9430 -2.8830 0.3641 0.42
H 2.3731 -2.2641 -0.1819 -0.24
H 2.4984 -3.9285 0.0569 0.43
H 1.2782 -2.8693 1.9087 -0.63
H 2.5711 -3.5979 3.9579 0.10
H 3.9478 -3.8871 2.9545 0.46
H 1.7718 -5.4231 4.5680 0.14
H 3.1210 -6.3603 4.0466 0.31
H 1.4018 -6.7302 3.4210 0.26
H 2.0617 -1.2053 3.0413 0.27
H 2.5157 -0.6714 1.7371 0.11
C -0.8825 5.9671 2.6297 -1.71
C -1.2660 5.1777 1.3557 1.84
C -2.7022 5.6760 0.9243 -0.70
O -3.5932 5.2424 1.9526 -0.26
C -4.9347 5.4353 1.5481 -0.86
N -0.2845 5.2422 0.2881 -0.62
H -0.0188 5.6202 3.1969 0.36
H -1.7109 5.8865 3.3335 0.36
H -0.8161 7.0312 2.4029 0.41
H -1.3381 4.1384 1.6762 -0.71
H -2.9991 5.1748 0.0031 0.25
H -2.6494 6.7573 0.7969 0.38
H -4.9621 4.9978 0.5501 0.35
H -5.2769 6.4677 1.4764 0.30
H -5.6877 4.9719 2.1856 0.26
H -0.6781 4.6613 -0.4383 0.07
H 0.5110 4.6676 0.5269 0.13
C 0.6667 -3.0167 6.2400 -2.00
C -0.1274 -2.5137 5.0276 1.90
C -1.6523 -2.6986 5.1797 -0.91
O -2.1240 -4.0234 5.3591 -0.45
C -2.2188 -4.7429 4.1872 -0.48
N 0.2206 -1.0822 4.9460 -0.59
H 0.5437 -4.0693 6.4951 0.35
H 0.3534 -2.5563 7.1770 0.46
H 1.7184 -2.7388 6.1700 0.45
H 0.1139 -3.0488 4.1092 -0.75
H -2.1420 -2.1461 4.3778 0.35
H -2.0033 -2.2545 6.1112 0.41
H -1.3816 -4.5866 3.5070 0.10
H -3.1755 -4.4165 3.7794 0.27
H -2.3115 -5.8064 4.4079 0.31
H 1.2024 -0.8825 5.0734 0.25
H -0.2427 -0.6037 5.7053 0.25
C 3.7363 -1.4094 -4.1521 -1.55
C 3.9105 -1.0213 -2.6405 1.19
C 5.2247 -0.3044 -2.3718 -1.21
O 5.3978 0.8496 -3.2407 -0.38
C 6.4932 1.7155 -2.9493 -1.02
N 2.7356 -0.2818 -2.1373 1.28
H 2.7783 -1.8572 -4.4162 0.22
H 4.3802 -2.2712 -4.3278 0.54
H 3.9420 -0.5760 -4.8239 0.15
H 3.8531 -1.9555 -2.0819 0.17
H 6.1155 -0.9244 -2.4731 0.47
H 5.3005 -0.0210 -1.3220 0.47
H 7.4614 1.2189 -3.0138 0.35
H 6.4405 2.0102 -1.9012 0.33
H 6.5330 2.5361 -3.6655 0.28
H 2.8394 -0.0845 -1.1522 -0.42
H 1.9700 -0.9401 -2.1093 -1.28
C -0.9099 2.0371 3.6120 -1.24
C -2.0540 1.0858 3.4392 0.74
C -3.1377 1.6488 2.5860 -0.56
O -4.2163 0.7499 2.4175 -0.39
C -5.3503 1.3495 1.7939 -0.93
N -1.5221 -0.1630 2.8526 0.87
H -1.3329 3.0265 3.7860 0.44
H -0.3726 2.2235 2.6821 -0.02
H -0.2200 1.7540 4.4069 0.35
H -2.4128 0.7438 4.4100 0.45
H -2.7995 2.0299 1.6224 -0.08
H -3.4310 2.5048 3.1938 0.51
H -5.6855 2.2115 2.3708 0.35
H -6.2881 0.8006 1.8799 0.30
H -5.1045 1.7371 0.8052 0.36
H -0.7830 -0.4927 3.4569 -0.67
H -2.3682 -0.7118 2.9063 -0.09
C 3.9831 3.1363 -5.6946 -1.79
C 2.7973 2.8891 -4.8365 0.51
C 1.9457 1.7242 -5.4247 -1.16
O 0.8871 1.4324 -4.5309 0.19
C -0.1518 0.6114 -5.0677 -0.80
N 3.2461 2.6227 -3.4730 0.16
H 4.5690 3.9346 -5.2389 0.39
H 3.7074 3.6064 -6.6386 0.48
H 4.5119 2.1957 -5.8485 0.27
H 2.1511 3.7643 -4.7690 0.50
H 2.5303 0.8248 -5.6183 0.25
H 1.5021 1.8694 -6.4097 0.52
H -0.4881 0.9862 -6.0344 0.47
H -0.9389 0.6742 -4.3163 -0.06
H 0.0515 -0.4206 -5.3537 0.32
H 3.5993 3.4972 -3.1117 0.30
H 4.0306 1.9876 -3.4378 -0.13
C 0.3984 -3.5580 -2.4257 -1.45
C -0.2438 -2.2496 -2.9711 1.31
C -1.7642 -2.3159 -3.4165 -0.12
O -2.1038 -3.4188 -4.1963 -0.41
C -3.4831 -3.5825 -4.6505 -0.79
N -0.0737 -1.2330 -1.8572 1.61
H 1.4879 -3.5634 -2.3936 0.14
H 0.0748 -4.2869 -3.1687 0.62
H 0.0880 -3.8464 -1.4214 0.05
H 0.3108 -2.0293 -3.8832 -0.32
H -1.9731 -1.3733 -3.9224 0.39
H -2.3079 -2.2933 -2.4720 -0.19
H -4.1510 -4.0288 -3.9137 0.25
H -3.4394 -4.2971 -5.4724 0.28
H -3.9836 -2.6496 -4.9100 0.31
H -0.7312 -0.4940 -2.0613 -0.37
H -0.4488 -1.7399 -1.0682 -0.63
C -2.3440 -3.1822 0.5342 -0.35
O -1.4510 -2.3496 0.3303 -0.47
N -3.6565 -2.9112 0.3325 0.39
C -4.7568 -3.8721 0.5251 -1.08
C -4.0855 -1.5989 -0.1158 -1.14
H -2.1462 -4.2081 0.8816 0.42
H -5.2512 -3.6324 1.4665 0.35
H -4.4452 -4.9165 0.5346 0.35
H -5.3730 -3.8210 -0.3725 0.32
H -4.7662 -1.8235 -0.9369 0.41
H -4.6717 -1.1819 0.7031 0.39
H -3.3554 -0.8851 -0.4972 0.24
```

**Charge**: -1
**E_LUMO**: 1.5 eV

The following is a quantum chemistry calculation of C6H10O2PS as an isolated structure, from OMol25.

Structure (XYZ):
```
20
Properties=species:S:1:pos:R:3:nbo_charge:R:1
C 0.1227 2.6584 0.8763 0.75
C 1.2672 -0.1014 0.8180 -0.40
C 1.2713 0.8042 -0.4398 -0.46
C -0.0427 -0.6032 1.4730 -0.74
C 0.1526 1.7699 -0.4281 -0.47
C -2.1451 -0.4783 -0.7452 -0.92
O -0.4956 2.0692 1.8302 -0.75
O 0.6808 3.7436 0.9748 -0.70
P -1.4750 0.4735 0.8802 1.23
S -3.1070 0.4016 1.8965 -0.64
H 2.0073 -1.0773 0.7628 0.19
H 1.6588 0.5779 1.7327 0.21
H 2.3412 1.3323 -0.2164 0.21
H 1.2767 0.1304 -1.2676 0.20
H -0.2392 -1.6092 1.1764 0.21
H -0.2133 -0.4487 2.5297 0.24
H -0.2575 2.3861 -1.2699 0.22
H -3.1118 -0.1733 -0.7292 0.21
H -1.5679 -0.0909 -1.6259 0.20
H -1.9959 -1.5248 -0.5905 0.20
```

**Charge**: -1
**E_LUMO (alpha / beta)**: 3.5 / 3.5 eV
**ΔE to the lowest compared entry with this formula, charge and spin**: 3.337 eV

The following is a quantum chemistry calculation of a 2-piece molecular cluster, C9H14 overall, from OMol25.

Structure (XYZ):
```
23
Properties=species:S:1:pos:R:3:nbo_charge:R:1
C -0.3343 -1.3318 -1.5072 -0.65
C -1.1921 -0.2666 -0.9509 -0.04
C -2.4999 -0.1287 -1.4835 -0.21
C -3.2369 1.0049 -1.1742 -0.20
C -2.6546 1.9740 -0.3568 -0.23
C -1.3682 1.9235 0.0911 -0.21
C -0.6766 0.7345 -0.1512 -0.20
H 0.7023 -1.1140 -1.7643 0.22
H -0.5931 -1.8211 -2.4665 0.22
H -0.4082 -2.2630 -0.9345 0.22
H -2.8495 -0.6227 -2.3706 0.21
H -4.1992 1.1016 -1.6247 0.21
H -3.0704 3.0006 -0.4647 0.21
H -0.8644 2.7706 0.5882 0.22
H 0.3622 0.6449 0.1835 0.21
C 2.2578 -1.1073 2.0572 -0.63
C 3.3817 -0.1839 1.6490 -0.61
H 2.2553 -1.7980 1.1429 0.20
H 2.6114 -1.8523 2.7815 0.21
H 1.2310 -0.8843 2.2693 0.22
H 3.5217 0.6777 2.2858 0.20
H 3.2742 0.2343 0.6276 0.20
H 4.3496 -0.6928 1.5728 0.21
```

**SMILES**: Cc1ccccc1.CC
**E_LUMO**: 1.0 eV
**ΔE to the lowest compared entry with this formula, charge and spin**: 1.388 eV

The following is a quantum chemistry calculation of a 2-piece molecular cluster, C2H6N2O3 overall, from OMol25.

Structure (XYZ):
```
13
Properties=species:S:1:pos:R:3:nbo_charge:R:1
N -0.1464 -1.9907 -0.3843 -0.80
C -0.0713 -0.9425 0.4493 0.57
O -0.6784 -0.6400 1.4525 -0.63
C 1.2146 -0.0687 0.1013 0.73
O 1.8952 -0.3247 -0.8214 -0.56
O 1.3181 0.8709 1.0275 -0.68
H 0.6540 -2.1651 -0.9664 0.43
H -0.9569 -2.5984 -0.5451 0.41
H 0.4915 0.8235 1.5712 0.52
N -0.7382 1.6248 -0.6860 -1.10
H -1.3961 2.2874 -1.0848 0.37
H -0.1131 2.1228 0.0080 0.37
H -1.4731 1.0006 -0.1219 0.36
```

**SMILES**: NC(=O)C(=O)O.N
**E_LUMO**: 0.7 eV
**ΔE to the lowest compared entry with this formula, charge and spin**: 0.998 eV

| no. | molecular weight (g/mol) |
| --- | --- |
| 1 | 122.105 |
| 2 | 93.085 |
| 3 | 175.372 |
| 4 | 783.864 |
| 5 | 849.167 |
| 6 | 177.185 |
| 7 | 122.211 |
| 8 | 106.081 |